Arrangement a

The following is a quantum chemistry calculation of a 9-piece molecular cluster, C36H99N9O9 overall, from the OMol25 dataset.

Its structure (SMILES) is COC[C@H](C)N.COC[C@H](C)N.COC[C@H](C)N.COC[C@H](C)N.COC[C@H](C)N.COC[C@H](C)N.COC[C@H](C)N.COC[C@H](C)N.COC[C@H](C)N. Its HOMO-LUMO gap is 9.3 eV. As for the LUMO energy: 0.3 eV. Its net charge is 0. For the HOMO energy, the calculation gives -9.02 eV.

Each line ends with the Mulliken charge.
Element x y z (Å)
C  -6.18430  -3.79915  -0.50341  -0.781
O  -5.48422  -4.63959  0.42630  -0.331
C  -5.81780  -4.41033  1.80981  -0.622
C  -5.11018  -5.53697  2.60859  0.451
C  -5.30351  -5.35007  4.11782  -1.481
N  -3.67357  -5.68176  2.16644  -0.722
H  -7.21082  -4.13912  -0.64047  0.289
H  -5.71733  -3.92014  -1.48086  0.263
H  -6.11441  -2.73181  -0.29372  0.312
H  -5.47659  -3.41390  2.09050  0.324
H  -6.89105  -4.36923  1.99564  0.391
H  -5.59798  -6.48816  2.39546  0.208
H  -6.31081  -5.50539  4.50422  0.377
H  -4.88601  -4.40174  4.45620  0.339
H  -4.61448  -6.03836  4.60728  0.391
H  -3.07142  -4.94822  2.51206  0.233
H  -3.70500  -5.57125  1.16300  0.351
C  6.71971  1.98552  -2.85954  -0.728
O  7.86702  2.74359  -3.12012  -0.235
C  8.96779  2.51223  -2.29043  -0.749
C  10.11086  3.44161  -2.71639  0.465
C  10.50043  3.08511  -4.16542  -1.354
N  11.26053  3.26588  -1.87715  -0.698
H  6.18735  2.33905  -1.97653  0.266
H  6.98369  0.93583  -2.73084  0.315
H  6.12525  2.16087  -3.75618  0.214
H  8.65614  2.55480  -1.24679  0.430
H  9.22271  1.46102  -2.42476  0.326
H  9.75271  4.47094  -2.73382  0.203
H  10.96017  2.10194  -4.26600  0.307
H  11.20796  3.80474  -4.57729  0.368
H  9.67580  3.06520  -4.87794  0.342
H  12.09588  3.62882  -2.31371  0.272
H  11.47845  2.29221  -1.72045  0.256
C  1.57272  7.86718  1.33345  -0.725
O  2.53030  6.94024  1.81991  -0.283
C  3.83828  7.53885  1.98803  -0.697
C  5.00091  6.53239  2.12122  0.327
C  4.59774  5.22337  2.80816  -1.380
N  6.18430  7.17988  2.75434  -0.725
H  2.00395  8.52763  0.58115  0.309
H  1.27350  8.49417  2.17335  0.298
H  0.66753  7.36603  0.99057  0.229
H  4.15291  8.29302  1.26669  0.373
H  3.72574  8.16515  2.87301  0.327
H  5.33201  6.31713  1.10528  0.239
H  3.83476  4.64348  2.28886  0.332
H  4.19077  5.34945  3.81145  0.327
H  5.42352  4.51873  2.70993  0.422
H  5.72565  7.20925  3.65371  0.336
H  6.88188  6.47240  2.93586  0.292
C  -3.39462  3.84742  4.85223  -0.747
O  -3.86592  2.75418  5.66098  -0.314
C  -3.54778  2.86052  7.04134  -0.785
C  -4.52936  2.03077  7.86810  0.470
C  -6.01565  2.46072  7.66914  -1.244
N  -4.22966  2.22862  9.28908  -0.691
H  -3.78328  4.78687  5.24532  0.334
H  -3.80431  3.76183  3.84579  0.257
H  -2.31984  3.82354  4.67225  0.283
H  -2.52106  2.53058  7.19979  0.348
H  -3.68351  3.88098  7.39955  0.377
H  -4.33787  1.00319  7.55902  0.248
H  -6.68542  1.92976  8.34560  0.375
H  -6.25222  2.26363  6.62353  0.293
H  -6.09661  3.52011  7.91253  0.331
H  -3.25054  2.06970  9.47931  0.218
H  -4.78840  1.57892  9.82369  0.245
C  -6.97302  -1.48975  -8.32147  -0.719
O  -8.21435  -2.11951  -7.98884  -0.313
C  -8.91347  -2.48899  -9.24440  -0.719
C  -10.32428  -2.99096  -9.07658  0.456
C  -10.41735  -4.15347  -8.07839  -1.360
N  -10.88715  -3.55261  -10.34299  -0.745
H  -6.27274  -2.27160  -8.61542  0.300
H  -6.67735  -0.95389  -7.41951  0.241
H  -6.98952  -0.77676  -9.14577  0.304
H  -8.94721  -1.64711  -9.93592  0.391
H  -8.29663  -3.20360  -9.78932  0.312
H  -11.00452  -2.21680  -8.72156  0.246
H  -10.03113  -5.07570  -8.51245  0.306
H  -11.47165  -4.27890  -7.83179  0.381
H  -9.85388  -3.97133  -7.16326  0.347
H  -11.63416  -4.17876  -10.07838  0.293
H  -10.20124  -4.19869  -10.70663  0.278
C  6.86554  7.28268  -8.13542  -0.739
O  5.44492  7.51894  -8.11441  -0.334
C  4.73421  6.34454  -7.65627  -0.570
C  3.25825  6.77663  -7.46721  0.488
C  2.31375  5.70602  -6.91533  -1.528
N  2.54926  7.35067  -8.59047  -0.717
H  7.10521  6.92766  -9.13773  0.294
H  7.30949  6.78403  -7.27382  0.289
H  7.33834  8.26479  -8.13261  0.266
H  4.81727  5.44873  -8.27166  0.293
H  5.10222  6.09052  -6.66222  0.335
H  3.19236  7.60961  -6.76729  0.207
H  1.25391  5.94481  -7.00375  0.427
H  2.57040  5.46931  -5.88276  0.365
H  2.28623  4.79138  -7.50760  0.373
H  2.30958  6.60621  -9.22956  0.264
H  3.29078  7.81085  -9.09888  0.287
C  1.40724  -6.01398  -2.86172  -0.653
O  1.50558  -7.44565  -3.26060  -0.369
C  0.54298  -8.21507  -2.53138  -0.667
C  0.60178  -9.71429  -2.86573  0.523
C  0.32226  -9.99580  -4.31949  -1.379
N  -0.38839  -10.45997  -2.12554  -0.669
H  1.64858  -5.30995  -3.65806  0.254
H  2.15054  -5.87893  -2.07599  0.248
H  0.37179  -5.83459  -2.57230  0.292
H  0.79086  -8.14246  -1.47242  0.349
H  -0.46216  -7.79898  -2.59975  0.330
H  1.60215  -10.08632  -2.64446  0.251
H  0.43474  -11.04028  -4.61022  0.375
H  1.12076  -9.43274  -4.80266  0.324
H  -0.60061  -9.55021  -4.69079  0.330
H  -1.35654  -10.33388  -2.38420  0.227
H  -0.36192  -10.37154  -1.11976  0.232
C  -1.16043  -0.37126  -1.61554  -0.683
O  -0.30904  -0.29282  -0.44073  -0.340
C  -0.94507  -0.91512  0.71881  -0.652
C  -0.18346  -0.85157  2.03309  0.627
C  1.22589  -1.38194  1.98924  -1.466
N  -0.93132  -1.37773  3.16894  -0.612
H  -1.02529  -1.23519  -2.26628  0.262
H  -0.84699  0.44164  -2.27055  0.247
H  -2.20554  -0.22620  -1.34205  0.292
H  -1.93307  -0.46849  0.83041  0.346
H  -1.20864  -1.95900  0.54869  0.334
H  -0.13875  0.18855  2.35595  0.156
H  1.77548  -0.95512  1.15027  0.351
H  1.31477  -2.46483  1.90232  0.343
H  1.82956  -1.09629  2.85068  0.405
H  -0.34665  -1.61211  3.95845  0.179
H  -1.70111  -0.79392  3.46339  0.219
C  1.04981  -3.84434  8.59816  -0.714
O  1.40716  -2.53052  9.03839  -0.326
C  0.54089  -1.86749  9.98686  -0.728
C  1.41413  -0.84042  10.74305  0.582
C  2.57863  -1.35977  11.57689  -1.423
N  0.60673  0.06442  11.49107  -0.647
H  1.10723  -4.51270  9.45729  0.305
H  1.76679  -4.15145  7.83677  0.234
H  0.04454  -3.87503  8.17792  0.293
H  -0.20213  -1.38423  9.35245  0.280
H  -0.02062  -2.57062  10.60201  0.384
H  1.91808  -0.27692  9.95781  0.180
H  2.21204  -1.90730  12.44518  0.356
H  3.10682  -0.47636  11.93563  0.376
H  3.31799  -1.98093  11.07130  0.314
H  0.27583  -0.30220  12.37209  0.253
H  1.27061  0.77907  11.75306  0.282

***

Arrangement b

The following is a quantum chemistry calculation of a 9-piece molecular cluster, C36H99N9O9 overall, from the OMol25 dataset.

Its structure (SMILES) is COC[C@H](C)N.COC[C@H](C)N.COC[C@H](C)N.COC[C@H](C)N.COC[C@H](C)N.COC[C@H](C)N.COC[C@H](C)N.COC[C@H](C)N.COC[C@H](C)N. Its HOMO-LUMO gap is 9.3 eV. As for the LUMO energy: 0.5 eV. Its net charge is 0. For the HOMO energy, the calculation gives -8.77 eV.

Each line ends with the Mulliken charge.
Element x y z (Å)
C  -4.10594  2.02872  -0.60426  -0.535
O  -5.08133  1.48648  0.27426  -0.288
C  -6.15416  0.89765  -0.42210  -0.785
C  -6.93850  -0.01987  0.50133  0.541
C  -6.12615  -1.18697  1.05894  -1.124
N  -8.15742  -0.47974  -0.21497  -0.774
H  -3.67518  1.22998  -1.21857  0.215
H  -3.28354  2.39017  0.01850  0.116
H  -4.48333  2.86549  -1.19974  0.413
H  -6.85361  1.64193  -0.83370  0.330
H  -5.81652  0.31894  -1.30416  0.336
H  -7.32278  0.63333  1.29324  0.240
H  -5.30916  -0.82886  1.68800  0.171
H  -5.69418  -1.82753  0.28220  0.238
H  -6.79030  -1.85017  1.61751  0.459
H  -7.91659  -1.18783  -0.91257  0.263
H  -8.73061  -1.00228  0.44529  0.277
C  -1.98498  -3.49868  8.63786  -0.802
O  -1.36531  -3.36280  7.37265  -0.332
C  -2.08719  -2.57233  6.46110  -0.948
C  -1.23166  -2.34796  5.24495  0.457
C  -1.92258  -1.37609  4.28798  -0.964
N  -1.02702  -3.60655  4.45113  -0.521
H  -2.22067  -2.51600  9.05868  0.309
H  -1.30609  -4.05960  9.27473  0.262
H  -2.90153  -4.10494  8.55220  0.303
H  -3.02718  -3.08946  6.19316  0.497
H  -2.38114  -1.58904  6.87118  0.410
H  -0.23686  -2.00105  5.51726  0.179
H  -1.50123  -1.41396  3.28658  -0.405
H  -1.86691  -0.35434  4.66521  0.288
H  -2.97596  -1.66941  4.20364  0.620
H  -1.84473  -4.21176  4.54129  0.238
H  -0.30606  -4.12752  4.96319  0.322
C  0.73471  4.68686  -0.82430  -0.724
O  2.03295  4.37005  -0.35137  0.022
C  2.39168  5.10884  0.78304  -0.913
C  3.83795  4.86649  1.13261  0.585
C  4.05849  3.35015  1.36848  -0.757
N  4.15498  5.70189  2.34761  -0.805
H  0.52645  3.88086  -1.53256  0.039
H  0.71643  5.67330  -1.28411  0.372
H  -0.00782  4.54024  -0.02824  0.313
H  2.24633  6.18422  0.58513  0.356
H  1.74206  4.87432  1.63688  0.182
H  4.55364  5.18746  0.37035  0.207
H  4.98580  3.17072  1.91641  0.539
H  4.13130  2.83158  0.40264  0.182
H  3.22271  2.89061  1.89932  -0.153
H  3.43526  5.58024  3.06863  0.298
H  4.95737  5.25568  2.79539  0.273
C  4.63854  -1.11735  -0.02189  -0.712
O  3.90926  -1.45293  1.15105  -0.317
C  2.99764  -2.47812  0.92611  -0.675
C  2.09683  -2.62746  2.13441  1.755
C  2.81453  -3.15415  3.36585  -1.717
N  0.90317  -3.46121  1.85312  -0.343
H  5.15745  -1.98302  -0.45180  0.327
H  5.41860  -0.41784  0.30178  0.273
H  4.03532  -0.60942  -0.78177  0.205
H  2.33440  -2.27175  0.06867  0.094
H  3.48108  -3.44941  0.74435  0.465
H  1.70643  -1.61565  2.37229  -0.551
H  3.56848  -2.44518  3.71930  0.353
H  3.30746  -4.11535  3.20458  0.357
H  2.10174  -3.28460  4.18526  0.384
H  0.35151  -3.15577  1.06365  -0.337
H  0.34619  -3.52416  2.70226  0.301
C  -2.53356  -1.23311  0.65153  0.163
O  -1.73499  -0.29020  -0.05141  -0.470
C  -0.57912  0.09733  0.60579  0.147
C  0.07219  1.13306  -0.25060  0.800
C  0.51317  0.53052  -1.59958  -1.163
N  1.20451  1.75970  0.44371  0.369
H  -3.36144  -1.40771  -0.02463  0.288
H  -2.87898  -0.80033  1.60410  0.099
H  -1.95522  -2.12458  0.91108  -0.280
H  -0.81939  0.50670  1.59891  0.199
H  0.08610  -0.76216  0.78304  -0.655
H  -0.67694  1.86882  -0.56265  0.002
H  -0.29121  0.07833  -2.19566  0.426
H  1.26021  -0.26435  -1.47612  0.034
H  1.00308  1.27135  -2.24128  0.211
H  1.74208  2.43012  -0.11219  -0.148
H  1.88584  1.06096  0.74371  -0.220
C  -0.14091  0.60936  7.45384  -0.926
O  -0.12680  0.64807  6.06285  -0.051
C  0.14402  1.87792  5.49262  -1.137
C  0.57217  1.64079  4.08375  2.379
C  1.88832  0.87223  4.04434  -1.540
N  0.68392  2.88389  3.28275  -0.522
H  -0.96225  1.20746  7.85344  0.322
H  0.82329  0.92815  7.87926  0.378
H  -0.20104  -0.44196  7.74028  0.186
H  -0.70355  2.57899  5.57665  0.357
H  0.93754  2.39094  6.06375  0.479
H  -0.18189  1.00996  3.57671  -1.051
H  2.63167  1.46394  4.60590  0.384
H  2.31564  0.72489  3.05491  0.264
H  1.83810  -0.07478  4.58316  0.313
H  -0.23416  3.33283  3.27996  0.353
H  0.82008  2.53322  2.31420  -0.007
C  0.27849  -0.09666  -5.12210  -0.699
O  0.39442  -0.31481  -6.48901  -0.388
C  -0.84242  -0.18959  -7.15923  -0.771
C  -0.64229  -0.54778  -8.63122  0.550
C  0.13536  0.55713  -9.33127  -1.476
N  -1.96901  -0.71531  -9.26645  -0.694
H  -0.23266  -0.95029  -4.65871  0.256
H  -0.30269  0.80538  -4.92364  0.370
H  1.28576  -0.04956  -4.72551  0.353
H  -1.57388  -0.89711  -6.73305  0.328
H  -1.22794  0.84358  -7.10729  0.297
H  -0.05556  -1.47047  -8.64103  0.250
H  1.12017  0.69570  -8.88168  0.358
H  -0.42584  1.48999  -9.21423  0.380
H  0.28077  0.34436  -10.39045  0.378
H  -2.72240  -0.51995  -8.60900  0.260
H  -2.09080  0.00815  -9.97180  0.274
C  5.84140  1.96508  -5.56779  -0.723
O  5.24700  2.99299  -4.82351  -0.344
C  3.86809  3.08235  -5.07141  -0.521
C  3.27003  4.23028  -4.27213  0.722
C  1.72849  4.18368  -4.38983  -1.004
N  3.73235  5.54611  -4.77663  -0.749
H  5.59652  0.97119  -5.14937  0.254
H  6.91854  2.08781  -5.49640  0.272
H  5.50116  1.92238  -6.60994  0.306
H  3.69446  3.34391  -6.12574  0.249
H  3.37335  2.14315  -4.78522  0.222
H  3.55639  4.18626  -3.21731  0.095
H  1.30845  4.71427  -3.53650  0.127
H  1.34868  3.16255  -4.26031  0.083
H  1.40564  4.64452  -5.31823  0.468
H  4.75374  5.55223  -4.84527  0.261
H  3.39838  5.77571  -5.70558  0.266
C  -3.47663  -4.96704  0.66828  -0.841
O  -2.39082  -4.40300  -0.01824  -0.055
C  -1.50027  -5.38336  -0.54987  -1.132
C  -0.44563  -4.66205  -1.37461  2.138
C  -0.97347  -4.14494  -2.70681  -1.675
N  0.63165  -5.64391  -1.64664  -0.784
H  -3.14091  -5.72393  1.39716  0.358
H  -4.15804  -5.48154  -0.01902  0.291
H  -3.96032  -4.18566  1.25036  0.167
H  -0.99432  -5.91796  0.27438  0.401
H  -2.02317  -6.14917  -1.14185  0.439
H  -0.01737  -3.82748  -0.80308  -0.847
H  -0.13455  -3.66967  -3.22479  0.371
H  -1.78215  -3.43397  -2.56120  0.338
H  -1.30902  -4.98688  -3.31453  0.394
H  1.10395  -5.89585  -0.78554  0.284
H  1.31593  -5.25924  -2.28836  0.283

***

arrangement b ends up most stable, edging out the next structure by 99.7 kcal/mol.

***

Arrangement a

The following is a quantum chemistry calculation of a 2-piece molecular cluster, C3H8N3O overall, from the OMol25 dataset.

Its HOMO-LUMO gap is 11.9 eV. As for the LUMO energy: -3.8 eV. Its net charge is +1. For the HOMO energy, the calculation gives -15.64 eV.

Each line ends with the natural charge from an NBO analysis.
Element x y z (Å)
C  -1.80307  1.14319  -0.34387  0.234
C  -2.67364  -0.74364  0.00538  0.247
C  2.53074  -0.08287  0.54652  -0.275
N  -2.93345  0.52279  -0.10331  -0.414
N  -0.77777  0.25275  -0.26946  -0.322
N  -1.30970  -0.95082  -0.06591  -0.327
O  1.80328  0.08387  -0.71956  -0.727
H  -1.82132  2.19513  -0.47123  0.252
H  2.26908  0.86028  -1.06520  0.504
H  -3.31618  -1.61452  0.44430  0.267
H  3.61496  -0.39953  0.29785  0.219
H  2.04505  -0.89872  1.12330  0.197
H  2.56232  0.87954  1.04176  0.199
H  0.32552  0.36370  -0.57884  0.479
H  -0.51583  -1.61116  0.15829  0.467

***

Arrangement b

The following is a quantum chemistry calculation of an isolated ion of composition C3H8N3O and charge +1, from the OMol25 dataset.

Its structure (SMILES) is [NH3+][C@@]1(O)CCN=N1. Its HOMO-LUMO gap is 10.1 eV. As for the LUMO energy: -4.6 eV. Its net charge is +1. For the HOMO energy, the calculation gives -14.69 eV.

Each line ends with the natural charge from an NBO analysis.
Element x y z (Å)
N  1.57208  -0.27256  -0.80188  -0.731
C  0.51747  -0.03882  0.24553  0.498
O  1.38905  1.28195  0.80968  -0.773
C  -0.90086  0.36832  0.11474  -0.521
C  -1.57597  -0.70200  0.99507  -0.311
N  -0.56892  -1.61037  1.37107  0.025
N  0.54915  -1.22574  1.02796  -0.219
H  1.85374  0.59232  -1.29014  0.473
H  1.32999  -0.97237  -1.64496  0.460
H  2.41441  -0.75326  -0.24956  0.498
H  1.50858  1.38128  1.75739  0.505
H  -1.28209  0.09159  -0.95148  0.255
H  -1.13213  1.47607  0.27349  0.307
H  -1.97911  -0.23405  1.93481  0.272
H  -2.33689  -1.30211  0.38507  0.262

***

arrangement a ends up most stable, edging out the next structure by 38.5 kcal/mol.